This record from the OMol25 dataset describes a 11-piece molecular cluster, H22O11 overall. The level of theory is wB97M-V/def2-TZVPD.

Results
2S+1 ... 2
Charge ... +1
Kohn-Sham gap (spin up / spin down) ... 10.274 / 4.035 eV
HOMO level (spin up / spin down) ... -13.74 / -13.74 eV
Expectation value of S² ... 0.756
Molecular weight ... 198.17 g/mol

```
33
Properties=species:S:1:pos:R:3:nbo_charge:R:1
O -0.79035 -0.77168 -2.77465 -0.851
H -0.14672 -0.36167 -2.19684 0.502
H -1.63507 -0.45050 -2.45919 0.468
O 2.80876 -1.06274 -2.25346 -0.933
H 2.25466 -0.95327 -1.48067 0.454
H 3.26720 -1.88977 -2.10486 0.479
O 1.16014 -0.09372 3.20171 -0.948
H 1.50933 0.39641 2.45734 0.465
H 1.76307 -0.82944 3.30871 0.484
O 4.57436 0.86897 1.18016 -0.958
H 3.70985 1.13633 0.86813 0.461
H 5.04748 0.61488 0.38779 0.471
O -0.27734 -2.29010 1.15048 -0.875
H 0.09277 -1.47101 0.82131 0.485
H -1.02263 -2.01850 1.68620 0.479
O -1.24047 1.64457 0.84000 -0.976
H -0.68010 2.41681 0.76346 0.498
H -1.56436 1.67135 1.74033 0.516
O -3.08388 1.16744 -1.42410 -0.980
H -3.49174 1.91005 -1.86956 0.513
H -2.37712 1.55567 -0.90834 0.496
O -2.22746 -2.71563 -1.21035 -0.333
H -1.43476 -2.17921 -1.22143 0.509
H -2.77523 -2.32039 -0.53213 0.512
O 0.37330 0.05500 -0.45557 -1.010
H -0.37839 0.43446 -0.00039 0.499
H 1.13288 0.49093 -0.06928 0.500
O 2.19337 1.89777 1.03884 -0.979
H 2.44640 2.51479 1.72549 0.517
H 2.17619 2.42293 0.23874 0.495
O -3.60476 -0.87699 0.04574 -0.964
H -3.23222 -0.10940 -0.38813 0.499
H -4.54714 -0.80438 -0.10548 0.504
```

This record from the OMol25 dataset describes C17H30AlF7NO5 as an isolated structure. The level of theory is wB97M-V/def2-TZVPD.

Results
Charge ... -1
Kohn-Sham gap ... 7.198 eV
HOMO level ... -4.84 eV
Molecular weight ... 488.40 g/mol

```
61
Properties=species:S:1:pos:R:3:nbo_charge:R:1
C -2.62496 2.60228 1.41150 -0.747
C -3.87557 2.07103 0.74276 0.727
O -4.89652 2.64453 0.88077 -0.545
N -3.80780 0.89287 -0.07920 -0.495
C -2.90736 -0.06442 0.60285 -0.439
C -3.25173 1.33944 -1.38639 -0.227
C -2.90193 0.19784 -2.30875 -0.415
C -1.46640 -0.37033 -2.17679 -0.405
C -0.34151 0.65971 -1.96832 -0.963
Al 1.35708 0.12681 -2.95073 1.105
C 2.28118 1.89431 -3.48852 -0.260
C 1.61486 2.45585 -4.73722 -0.653
F 1.97655 2.79934 -2.42169 -0.431
H -2.33043 2.03556 2.28050 0.232
H -1.78771 2.58374 0.72563 0.234
H -2.81398 3.63360 1.64002 0.233
H -3.13138 -1.05519 0.23001 0.202
H -3.14277 -0.08380 1.65648 0.191
H -1.85217 0.10729 0.41309 0.203
H -4.03283 1.91915 -1.86073 0.200
H -2.42499 2.02558 -1.22196 0.185
H -3.07011 0.45545 -3.34054 0.208
H -3.59620 -0.60695 -2.08371 0.198
H -1.25803 -0.88630 -3.10621 0.209
H -1.46755 -1.14206 -1.41907 0.180
H -0.19340 0.77538 -0.89365 0.186
H -0.65676 1.64212 -2.30637 0.199
H 2.37137 -0.74345 -2.02210 -0.436
H 0.88639 -0.71201 -4.25992 -0.420
H 3.35201 1.77755 -3.60300 0.147
H 2.29065 2.52702 -5.57671 0.193
H 0.74960 1.87744 -5.02877 0.198
H 1.24262 3.45050 -4.52492 0.207
C 3.01029 2.36000 0.32197 -0.637
C 3.06683 0.95456 0.87539 -0.093
O 4.38834 0.64535 1.38826 -0.469
C 4.66044 1.05437 2.61010 0.693
O 3.93705 1.65425 3.35488 -0.557
C 6.07894 0.60142 2.99466 0.896
F 6.95646 0.81240 1.99942 -0.311
F 6.08826 -0.71514 3.28199 -0.316
F 6.51593 1.26054 4.07555 -0.311
H 3.77910 2.50176 -0.43593 0.221
H 2.04049 2.54387 -0.13157 0.252
H 3.17851 3.10301 1.10517 0.200
H 2.87848 0.23274 0.08164 0.240
H 2.31993 0.79432 1.65201 0.188
C -2.47403 -5.09637 3.38178 -0.636
C -2.65495 -3.78730 2.64284 -0.078
O -1.38721 -3.21846 2.28107 -0.481
C -0.82898 -3.69246 1.16779 0.695
O -1.28128 -4.54155 0.45780 -0.541
C 0.48257 -2.94103 0.88999 0.902
F 1.21626 -2.80659 2.01527 -0.317
F 0.20358 -1.71683 0.42506 -0.296
F 1.22268 -3.58926 -0.00691 -0.291
H -1.82522 -4.95840 4.24748 0.213
H -3.43745 -5.47731 3.72009 0.216
H -2.01106 -5.84638 2.74095 0.223
H -3.13517 -3.05268 3.28642 0.194
H -3.27900 -3.90869 1.75849 0.201
```

This record from the OMol25 dataset describes C41H32EuF12N4O2STe as an isolated structure. The level of theory is wB97M-V/def2-TZVPD.

Results
2S+1 ... 7
Charge ... -1
Kohn-Sham gap (spin up / spin down) ... 5.861 / 6.461 eV
HOMO level (spin up / spin down) ... -4.49 / -4.51 eV
Expectation value of S² ... 12.014
Molecular weight ... 1152.34 g/mol

```
94
Properties=species:S:1:pos:R:3:mulliken_charge:R:1
Eu 11.08901 15.53087 9.39262 0.757
C 9.78738 11.66593 14.10276 -1.894
C 9.77394 12.90887 13.27103 1.944
C 8.54034 13.23760 12.66698 -1.203
C 8.03173 14.56564 12.06501 0.915
C 9.84466 16.72582 11.73267 0.653
N 9.54713 17.20583 10.52716 0.199
C 9.24636 18.51934 10.16563 0.343
C 8.50087 19.32427 11.06028 -0.632
C 8.20624 20.66765 10.83754 -1.258
C 8.52881 21.25116 9.62304 0.706
C 8.13753 22.62082 9.20252 -1.677
C 9.18990 20.46820 8.63902 -0.732
C 9.52542 19.14251 8.84115 -0.435
C 10.25976 18.41847 7.70308 1.364
O 11.11910 17.48866 8.12190 -0.870
C 11.10761 19.40277 6.79020 0.392
F 11.84257 20.28005 7.54141 -0.253
F 11.95277 18.73047 5.95155 -0.250
F 10.29462 20.17096 6.03394 -0.265
C 9.24512 17.59625 6.85188 0.490
F 9.87077 16.77166 5.98063 -0.258
F 8.56252 16.78084 7.74577 -0.210
F 8.35891 18.37415 6.20538 -0.295
C 11.33861 14.73377 12.50676 -0.445
C 11.06188 13.52776 13.14150 -1.127
C 12.69488 15.20992 11.97628 1.780
O 12.80650 14.80548 10.69234 -0.829
C 12.69417 16.79689 12.00897 0.257
F 13.74604 17.31936 12.64602 -0.345
F 12.58232 17.22365 10.65667 -0.111
F 11.80860 19.42069 13.21120 -0.687
C 13.92460 14.51780 12.79270 0.185
F 15.15858 14.77909 12.32561 -0.280
F 13.85828 13.14910 12.84586 -0.207
F 13.86397 14.96125 14.09716 -0.211
H 8.85986 11.09550 13.91018 0.468
H 9.85477 11.89175 15.16311 0.270
H 10.64341 11.03026 13.88089 0.387
H 7.80057 12.43389 12.64622 0.241
H 7.05244 14.79830 12.55389 0.595
H 8.23764 18.88970 12.02694 0.302
H 7.77645 21.30412 11.64120 0.253
H 7.69120 23.21278 10.00238 0.391
H 7.40793 22.59904 8.40369 0.331
H 8.95252 23.19814 8.77063 0.337
H 9.44204 20.96076 7.68789 0.496
H 11.94555 13.01042 13.49614 0.513
N 8.87144 15.96239 13.85685 0.249
C 9.90841 16.31477 14.74352 0.445
C 9.89268 15.77146 16.03698 -0.813
C 11.01728 15.92173 16.85606 -0.450
C 12.04811 16.80658 16.50303 -0.771
C 11.94208 17.54373 15.31114 -0.677
C 10.92004 17.23344 14.40141 0.323
S 11.04186 17.79817 12.72665 0.660
N 10.28057 15.33320 11.81281 0.963
C 8.99813 15.65651 12.50184 -1.550
C 7.62354 14.15481 10.63728 -0.448
C 6.38504 13.44870 10.62154 -1.125
C 5.90786 12.96789 9.42964 -0.583
C 6.61775 13.21839 8.22796 -0.955
C 7.77395 13.95797 8.32972 -0.679
N 8.32614 14.34937 9.51900 1.182
H 8.11537 15.48433 14.35036 0.500
H 9.06647 15.14374 16.36412 0.379
H 11.08905 15.30997 17.76319 0.350
H 12.92011 16.94930 17.13973 0.387
H 12.59846 18.39532 15.05524 0.481
H 5.82201 13.32024 11.54381 0.469
H 4.94755 12.43221 9.37114 0.368
H 6.30769 12.84727 7.23932 0.389
H 8.36807 14.22395 7.45638 0.367
C 14.18956 8.39234 9.64905 -1.500
C 13.60205 9.68254 9.13443 0.661
C 12.28416 10.04588 9.46267 -1.022
C 11.63333 11.16045 8.94014 1.043
C 10.22656 11.47918 9.35579 -1.053
C 12.36439 11.95795 7.99144 -0.085
Te 11.39940 13.54895 6.85552 -0.248
C 13.72769 11.64003 7.64005 0.863
C 14.48437 12.51342 6.66218 -1.757
C 14.29454 10.50941 8.22213 -0.780
H 13.63028 8.06531 10.52704 0.343
H 15.24067 8.47708 9.92606 0.369
H 14.11777 7.58160 8.91817 0.297
H 11.72773 9.41224 10.14671 0.220
H 9.81793 10.69633 10.00128 0.360
H 9.57894 11.59405 8.49341 0.387
H 10.16266 12.40808 9.92553 -0.070
H 14.30333 13.56571 6.82342 0.365
H 14.14739 12.30534 5.65871 0.363
H 15.56268 12.30464 6.71440 0.376
H 15.30872 10.22195 7.94112 0.316
```

Maximum force / eV Å⁻¹: 2.7, 2.5, 3.3
E_tot / a.u.: -840.45454, -2038.25520, -4525.97487